ORCA calculation (ωB97M-V/def2-TZVPD) on a structure of composition C4H10O2.

CARTESIAN COORDINATES (ANGSTROEM)
C 1.588 1.236 -0.027
O 0.740 0.276 0.584
C 0.119 -0.568 -0.318
C -0.276 -1.881 0.310
C -1.785 0.559 -0.465
O -1.366 1.745 0.019
H 2.419 0.741 -0.548
H 1.033 1.865 -0.732
H 1.987 1.858 0.777
H 0.737 -0.713 -1.218
H 0.592 -2.538 0.436
H -1.009 -2.398 -0.319
H -0.721 -1.713 1.295
H -0.896 -0.021 -1.071
H -2.122 -0.110 0.343
H -1.040 1.661 0.933

Computed properties:
**Max |F|**: 0.290 eV/Å
**Energy above the lowest of the compared OMol25 structures with the same formula, charge and spin**: 112.1 kcal/mol
**Charge**: 0
**E_HOMO**: -7.65 eV
**Frontier orbital gap**: 8.58 eV